ORCA calculation (ωB97M-V/def2-TZVPD) on a 3-piece molecular cluster, C5H12O2 overall at a distorted geometry.

The LUMO energy (alpha / beta) is 3.99 / 3.89 eV. The electronic energy comes out at -9472.046 eV. The value obtained for the orbital gap (alpha / beta) is 5.79 / 7.27 eV. For the energy above the lowest of the compared OMol25 structures with the same formula, charge and spin, the calculation gives 35.0 kcal/mol. As for the expectation value of S²: 0.7597.

The geometry in ORCA input format:
```
! wB97M-V def2-TZVPD RIJCOSX def2/J DEFGRID3
* xyz -1 2
O 3.062 -0.420 -0.869
C 1.839 -0.191 -0.921
C 0.798 -0.697 -0.121
C -0.601 -0.124 -0.270
C -1.400 -0.918 -1.337
C -1.348 -0.068 1.071
H 1.520 0.552 -1.695
H 0.877 -1.686 0.311
H 1.682 -0.205 1.607
H -0.392 0.858 -0.704
H -0.703 -1.494 -1.943
H -1.877 -0.259 -2.078
H -2.220 -1.531 -0.954
H -2.430 -0.066 0.996
H -1.061 -1.025 1.523
H -0.931 0.701 1.709
H 1.265 2.964 1.159
H 1.227 1.397 1.206
O 0.691 2.213 1.310
*
```

=====

ORCA calculation (ωB97M-V/def2-TZVPD) on a 26-piece molecular cluster, C21H82BrF13NO28PS overall at a distorted geometry.

The LUMO energy is -0.30 eV. The electronic energy comes out at -207421.244 eV. The value obtained for the orbital gap is 7.76 eV.

The geometry in ORCA input format:
```
! wB97M-V def2-TZVPD RIJCOSX def2/J DEFGRID3
* xyz 0 1
C -6.425 1.535 4.159
C -5.465 0.683 3.286
C -4.060 0.577 3.984
C -3.036 1.591 3.414
C -2.159 0.942 2.333
C -1.275 -0.205 2.883
C 0.111 -0.197 2.177
C 0.502 -1.579 1.577
C 0.816 -1.529 0.086
C 2.004 -0.544 -0.148
C 1.569 0.744 -0.854
C 2.663 1.816 -0.928
F 3.791 1.331 -0.323
F 3.012 2.037 -2.205
C 2.340 3.112 -0.157
F 3.445 3.875 -0.092
F 2.081 2.730 1.094
C 1.082 3.891 -0.664
F 0.773 3.568 -1.909
F 0.053 3.432 0.057
C 1.077 5.421 -0.416
F 1.167 5.617 0.885
F -0.129 5.851 -0.765
C 2.105 6.316 -1.169
F 1.513 7.523 -1.296
F 3.202 6.549 -0.478
C 2.520 5.889 -2.609
F 1.516 5.789 -3.448
F 3.278 6.875 -3.069
F 3.234 4.807 -2.659
O -0.276 -1.074 -0.700
C -1.483 -1.708 -0.393
O -1.347 -3.081 -0.481
C -2.548 -1.148 -1.407
N -2.850 0.237 -1.162
Br -1.629 -1.183 -3.197
O -3.639 -1.978 -1.580
C -4.774 -1.734 -0.742
C -4.487 -1.574 0.742
P -5.945 -0.392 -1.403
S -5.952 1.145 -0.165
H -7.432 1.508 3.737
H -6.095 2.580 4.216
H -6.426 1.094 5.157
H -5.346 1.137 2.299
H -5.868 -0.327 3.185
H -4.219 0.746 5.046
H -3.729 -0.450 3.835
H -3.607 2.377 2.909
H -2.455 2.090 4.192
H -1.571 1.754 1.893
H -2.845 0.589 1.554
H -1.118 0.003 3.940
H -1.783 -1.156 2.724
H 0.039 0.519 1.355
H 0.912 0.151 2.829
H -0.288 -2.290 1.827
H 1.387 -1.941 2.105
H 1.152 -2.519 -0.227
H 2.443 -0.342 0.822
H 2.735 -1.048 -0.780
H 1.349 0.468 -1.886
H 0.639 1.135 -0.450
H -1.855 -1.392 0.587
H -1.524 -3.377 -1.390
H -2.505 0.456 -0.227
H -2.292 0.834 -1.759
H -5.376 -2.645 -0.809
H -5.392 -1.482 1.323
H -3.880 -0.701 0.970
H -3.906 -2.455 1.056
H -5.383 0.067 -2.613
H -7.257 -0.874 -1.544
O 0.096 8.616 -3.998
H 0.313 7.718 -3.729
H 0.812 9.138 -3.616
O 4.174 -1.175 2.454
H 4.821 -1.830 2.164
H 4.586 -0.330 2.238
O -0.175 -3.956 -3.547
H 0.406 -4.657 -3.872
H 0.272 -3.138 -3.791
O -3.816 -4.195 2.281
H -4.114 -4.729 1.535
H -3.314 -4.811 2.826
O 2.298 -5.792 -3.938
H 2.448 -6.719 -3.707
H 3.099 -5.347 -3.643
O -4.221 -4.846 -2.573
H -4.736 -4.520 -3.318
H -3.963 -4.047 -2.097
O 3.506 -3.890 4.144
H 4.149 -4.551 3.865
H 3.918 -3.046 3.928
O 4.003 9.815 -0.507
H 3.557 8.969 -0.618
H 4.317 9.805 0.404
O 5.097 -6.438 -3.136
H 5.659 -7.144 -3.473
H 5.564 -5.631 -3.379
O -7.573 -2.010 0.675
H -7.876 -2.861 1.012
H -7.833 -1.375 1.353
O 6.859 0.596 1.682
H 6.342 0.873 0.914
H 7.066 1.421 2.145
O 1.085 -8.437 -3.605
H 0.414 -9.080 -3.353
H 0.951 -8.294 -4.551
O 9.689 0.334 1.736
H 8.751 0.495 1.547
H 10.160 1.000 1.226
O -6.288 3.743 2.356
H -6.122 3.014 1.744
H -6.747 4.397 1.820
O 1.513 -8.510 -6.889
H 2.090 -9.199 -7.236
H 1.972 -7.685 -7.106
O -0.314 -1.823 -6.064
H -0.203 -2.588 -6.640
H -0.764 -1.173 -6.614
O 9.246 -2.098 3.325
H 9.859 -2.780 3.032
H 9.683 -1.268 3.087
O -2.841 -0.809 6.525
H -2.593 -1.702 6.790
H -2.167 -0.249 6.925
O -4.570 4.594 4.294
H -4.996 4.830 3.460
H -4.501 5.435 4.757
O 5.422 8.530 -5.065
H 5.133 7.673 -4.732
H 5.073 9.161 -4.426
O 6.468 0.858 4.496
H 6.206 0.268 3.779
H 6.979 0.296 5.090
O 3.164 0.202 4.987
H 3.803 -0.452 4.684
H 3.578 1.043 4.767
O -1.580 -9.181 -7.786
H -1.994 -8.575 -7.163
H -0.702 -9.334 -7.416
O 3.117 -5.667 -6.772
H 2.745 -5.200 -6.011
H 3.693 -5.028 -7.203
O -4.939 7.259 3.248
H -4.495 7.749 2.547
H -5.594 7.877 3.592
*
```

=====

ORCA calculation (ωB97M-V/def2-TZVPD) on a 5-piece molecular cluster, C8H16Br6Cl4 overall at a distorted geometry.

The LUMO energy is 0.30 eV. The electronic energy comes out at -478899.449 eV. As for the structure (SMILES): BrCCBr.BrCCBr.BrCCBr.ClCCl.ClCCl. The value obtained for the orbital gap is 10.37 eV.

The geometry in ORCA input format:
```
! wB97M-V def2-TZVPD RIJCOSX def2/J DEFGRID3
* xyz 0 1
Br -23.338 -6.511 -11.865
C -21.729 -6.930 -10.818
C -21.822 -6.117 -9.558
Br -23.091 -6.964 -8.316
H -20.867 -6.756 -11.462
H -21.919 -7.977 -10.584
H -22.189 -5.093 -9.636
H -20.851 -6.125 -9.062
Br -19.441 -13.792 -9.002
C -20.420 -14.935 -7.811
C -21.921 -14.483 -8.004
Br -23.048 -15.634 -6.787
H -20.116 -14.729 -6.785
H -20.380 -16.018 -7.925
H -22.400 -14.612 -8.975
H -22.089 -13.464 -7.654
Br -28.147 -3.294 -1.324
C -28.060 -5.323 -1.204
C -29.426 -5.864 -1.412
Br -29.674 -7.681 -0.655
H -27.757 -5.490 -0.171
H -27.363 -5.706 -1.950
H -29.825 -5.662 -2.405
H -30.110 -5.270 -0.806
Cl -22.673 -15.810 -14.864
C -23.065 -14.527 -16.044
Cl -22.420 -12.944 -15.480
H -22.628 -14.733 -17.021
H -24.148 -14.444 -16.141
Cl -14.680 -7.101 -6.728
C -13.507 -5.944 -6.112
Cl -14.221 -4.280 -6.136
H -13.115 -6.280 -5.152
H -12.650 -5.966 -6.786
*
```